[1]
Entry from OMol25: a cluster of 3 separate species, C8H20BN2O8S2 in total in a non-equilibrium geometry (ωB97M-V with the def2-TZVPD basis set).

Each line ends with the Löwdin charge.
Element x y z (Å)
C (0.0486, -1.2868, -0.5618)  -0.16
C (-0.8743, -1.7534, -1.7143)  -0.24
B (-2.4057, -2.1835, -1.2225)  -0.71
N (-2.4188, -3.2678, -0.1042)  0.01
C (-3.1545, -0.7914, -0.6852)  -0.18
C (-4.6335, -0.7701, -0.7810)  -0.31
N (-5.3336, -1.4892, -1.5424)  0.07
H (-0.2457, -1.7212, 0.3888)  0.05
H (-0.0430, -0.2100, -0.4551)  0.04
H (1.0823, -1.5341, -0.7982)  0.03
H (-0.3928, -2.5113, -2.3258)  0.05
H (-1.0039, -0.8985, -2.3753)  0.06
H (-2.9653, -2.6444, -2.2139)  0.06
H (-1.5861, -3.8410, -0.0817)  0.01
H (-2.6147, -2.9054, 0.8201)  0.00
H (-2.7537, 0.0813, -1.1997)  0.08
H (-2.8540, -0.6816, 0.3485)  0.06
H (-5.1756, -0.0607, -0.1369)  0.09
H (-6.3157, -1.2539, -1.4002)  0.02
C (-0.3464, 4.1986, 1.1142)  -0.17
C (0.5367, 3.0255, 0.7468)  -0.17
O (0.2972, 2.0685, 1.7865)  -0.19
S (-1.2205, 2.1798, 2.2936)  0.60
O (-2.0037, 1.1930, 1.6572)  -0.20
O (-1.2024, 2.3319, 3.7050)  -0.23
O (-1.5458, 3.6053, 1.6198)  -0.19
H (0.0996, 4.8028, 1.9084)  0.13
H (-0.5764, 4.8303, 0.2603)  0.13
H (1.5913, 3.2841, 0.7176)  0.13
H (0.2431, 2.5883, -0.2098)  0.14
C (4.8173, -1.4363, 0.0776)  -0.16
C (4.0411, -0.6397, 1.1054)  -0.16
O (4.1569, 0.7194, 0.6542)  -0.20
S (4.1933, 0.7470, -0.9480)  0.59
O (2.8894, 1.0085, -1.4290)  -0.21
O (5.3131, 1.5159, -1.3576)  -0.23
O (4.5084, -0.8070, -1.1707)  -0.19
H (5.8950, -1.3675, 0.2449)  0.13
H (4.5162, -2.4797, 0.0453)  0.14
H (4.4527, -0.7312, 2.1065)  0.13
H (2.9838, -0.9145, 1.1125)  0.13

Charge: -1
E in hartree: -1849.44490
HOMO-LUMO gap in eV: 5.129



[2]
Entry from OMol25: a cluster of 2 separate species, C2H9BN2O2 in total in a non-equilibrium geometry (ωB97M-V with the def2-TZVPD basis set).

Each line ends with the Löwdin charge.
Element x y z (Å)
B (-1.8784, -0.3015, -0.2121)  -0.61
C (1.3302, -0.4547, 0.8421)  -0.07
C (0.8366, -0.1563, -1.4841)  -0.01
N (1.2921, 1.7333, -0.3083)  0.09
N (1.2822, 0.2741, -0.3654)  -0.34
O (-1.4912, -1.4373, 0.4053)  0.14
O (-1.8588, 0.7530, 0.6214)  0.13
H (0.4241, -0.7202, 1.3316)  0.07
H (1.6422, -1.4749, 0.4804)  0.12
H (2.1472, -0.0624, 1.3886)  0.08
H (0.7612, -1.2723, -1.4332)  0.02
H (-2.2932, -0.2498, -1.3208)  0.10
H (1.1200, 1.8534, 0.6145)  0.02
H (0.5761, 2.1385, -0.8938)  0.07
H (-1.6423, -2.2225, -0.0499)  0.07
H (-2.2480, 1.5995, 0.3837)  0.10

Charge: 0
E in hartree: -366.38900
Relative energy (zero: lowest compared OMol25 entry of this formula, charge and spin) in kJ/mol: 210.2
HOMO-LUMO gap in eV: 8.573



[3]
Entry from OMol25: a structure of composition C21H31F5MgP2 in a non-equilibrium geometry (ωB97M-V with the def2-TZVPD basis set).

Each line ends with the Löwdin charge.
Element x y z (Å)
P (-1.7872, -0.4407, -1.1476)  0.81
P (0.5898, -1.9496, -2.2773)  0.79
C (-1.6228, -0.4562, -3.0029)  -0.41
C (-0.7942, -1.6467, -3.4814)  -0.40
H (-1.1574, 0.5027, -3.2912)  0.09
H (-2.6463, -0.4794, -3.4042)  0.09
H (-1.3973, -2.5692, -3.5421)  0.09
H (-0.3444, -1.4548, -4.4699)  0.09
C (1.6946, -0.5846, -2.8149)  -0.25
H (2.6819, -0.7444, -2.3570)  0.06
H (1.3134, 0.3928, -2.4837)  0.04
H (1.7855, -0.5948, -3.9134)  0.06
C (1.4036, -3.3637, -3.0708)  -0.26
H (1.5297, -3.1668, -4.1460)  0.05
H (0.7957, -4.2651, -2.9254)  0.06
H (2.3869, -3.5137, -2.6089)  0.05
C (-2.6097, 1.2034, -1.0170)  -0.26
H (-3.0536, 1.3086, -0.0191)  0.05
H (-3.3830, 1.3298, -1.7875)  0.05
H (-1.8655, 2.0065, -1.1615)  0.04
C (-3.1935, -1.6110, -0.9958)  -0.26
H (-3.0388, -2.5495, -1.5502)  0.06
H (-4.0836, -1.0993, -1.3779)  0.05
H (-3.3201, -1.8570, 0.0639)  0.04
Mg (-0.0874, -1.7460, -0.0175)  0.33
C (1.1628, 3.0947, 0.0645)  -0.11
C (0.4807, 4.1605, -0.3704)  -0.12
C (-0.5085, 4.9930, 0.3807)  -0.19
C (-0.5179, 4.8358, 1.9253)  -0.20
C (-1.4997, 3.8361, 2.4334)  -0.11
C (-1.4957, 2.5132, 2.2038)  -0.10
C (-0.4700, 1.7060, 1.4778)  -0.20
C (0.9431, 2.3089, 1.3285)  -0.18
C (-1.1772, -3.2909, 0.9465)  -0.24
H (1.9393, 2.6632, -0.5807)  0.10
H (0.6623, 4.5152, -1.3900)  0.10
H (-1.5278, 4.8399, -0.0150)  0.12
H (-0.2805, 6.0487, 0.1576)  0.11
H (0.4966, 4.6426, 2.2869)  0.10
H (-0.8347, 5.8075, 2.3401)  0.11
H (-2.2965, 4.2641, 3.0530)  0.10
H (-2.3354, 1.9176, 2.5719)  0.10
H (-0.8566, 1.4535, 0.4818)  0.03
H (-0.3755, 0.7389, 1.9882)  0.09
H (1.2174, 2.8776, 2.2256)  0.11
H (1.6450, 1.4573, 1.2834)  0.10
H (-0.4910, -4.1545, 0.9330)  -0.03
H (-2.1526, -3.5793, 0.5357)  -0.06
H (-1.2602, -2.9432, 1.9921)  -0.03
F (1.0211, -0.2536, 3.1656)  0.03
C (1.7826, -1.2965, 2.7305)  -0.24
C (1.5365, -1.8932, 1.5107)  -0.06
C (2.3110, -3.0070, 1.2410)  -0.25
F (2.1328, -3.6982, 0.0631)  0.01
C (3.2806, -3.5295, 2.1150)  -0.14
F (3.9582, -4.6506, 1.7862)  0.09
C (3.5165, -2.8777, 3.3239)  -0.13
F (4.4435, -3.3380, 4.1902)  0.10
C (2.7711, -1.7399, 3.6321)  -0.13
F (2.9826, -1.0733, 4.7876)  0.09

Charge: 0
E in hartree: -2200.80569
Relative energy (zero: lowest compared OMol25 entry of this formula, charge and spin) in kJ/mol: 0.0
HOMO-LUMO gap in eV: 7.696